Arrangement A

15
Properties=species:S:1:pos:R:3 method="wB97M-V/def2-TZVPD" lumo_energy_ev="-14.28 / -14.34" e_homo_ev="-20.47 / -20.51" spin_multiplicity=6 charge=+3 orbital_gap_ev="6.198 / 6.171"
Ho 0.588 -2.152 -0.181
O -1.696 -2.546 0.004
O 1.245 1.698 0.746
O -0.201 -4.155 -0.152
O -0.729 1.364 -0.174
O -0.429 2.908 1.406
C 1.281 0.168 -1.230
C -0.031 1.878 0.761
C -1.348 -3.752 0.032
C 1.834 0.773 -0.182
Li -2.850 -1.329 0.825
H 0.207 1.431 -1.331
H -1.396 2.994 1.409
H 0.712 0.205 -2.164
H 2.813 0.515 0.231

***

Arrangement B

15
Properties=species:S:1:pos:R:3 method="wB97M-V/def2-TZVPD" lumo_energy_ev="-13.07 / -14.34" e_homo_ev="-20.66 / -20.38" spin_multiplicity=6 charge=+3 orbital_gap_ev="7.590 / 6.044"
Ho 0.547 0.556 0.242
O 2.600 0.877 -0.674
O -3.482 -2.296 2.668
O -3.363 -0.055 2.751
O -4.563 -1.124 4.201
O 2.609 0.760 1.525
C -1.519 -0.654 1.210
C -2.624 0.012 1.500
C 3.163 0.960 0.414
C -3.743 -1.174 3.222
Li 3.004 1.001 3.332
H -1.359 -1.725 1.390
H -3.089 -2.160 1.712
H -4.804 -2.004 4.536
H -3.087 0.818 0.929

***

Most stable of them? arrangement B.